Computed, not measured: 19 unconnected molecules or ions with the total composition C76H133N19, with the ωB97M-V functional and the def2-TZVPD basis.

As for the total energy: -4015.899502 hartree. The total charge is 0. The LUMO energy comes out at 0.0114 Eh. The HOMO energy is -0.4130 Eh.

Geometry (Å):
C  -0.12876  -6.82285  -5.83111
C  -0.91284  -5.75894  -5.13572
C  -0.16520  -5.00846  -3.99492
C  -0.25032  -5.68805  -2.70119
N  -0.20292  -6.09532  -1.62932
H  0.12958  -7.69143  -5.21528
H  0.73855  -6.31968  -6.23992
H  -0.69601  -7.26488  -6.66154
H  -1.78752  -6.22073  -4.63183
H  -1.30051  -4.99881  -5.86529
H  -0.66754  -4.01589  -3.90327
H  0.92508  -4.98202  -4.14807
C  -2.85980  3.54780  -1.17436
C  -2.68156  3.64132  0.33189
C  -3.60434  4.66791  0.94547
C  -3.17211  6.04450  0.75663
N  -2.72398  7.11994  0.73977
H  -2.65444  4.50515  -1.67727
H  -3.90065  3.33641  -1.42936
H  -2.16951  2.81378  -1.61976
H  -1.65203  3.94132  0.49583
H  -2.93937  2.71504  0.83953
H  -3.69862  4.59468  2.03858
H  -4.69477  4.63940  0.65797
C  -0.06201  -0.77776  -5.65837
C  -1.40822  -0.01330  -5.63117
C  -2.58030  -0.81084  -5.01169
C  -2.94714  -2.05093  -5.72797
N  -3.18972  -3.02781  -6.30468
H  -0.09766  -1.67606  -6.28226
H  0.08966  -1.09876  -4.64306
H  0.80611  -0.15598  -5.88414
H  -1.59956  0.47260  -6.56499
H  -1.30402  0.79028  -4.92782
H  -3.46143  -0.15582  -4.91722
H  -2.32888  -1.16441  -4.01371
C  5.18970  -8.55518  -1.48161
C  5.37372  -7.04808  -1.34218
C  5.38107  -6.33077  -2.71059
C  4.02424  -6.29979  -3.34419
N  2.99086  -6.21404  -3.79670
H  4.96132  -8.99747  -0.51866
H  6.09899  -8.96432  -1.92603
H  4.40389  -8.87589  -2.19951
H  6.26448  -6.66527  -0.81785
H  4.62745  -6.64065  -0.64579
H  6.05379  -6.79219  -3.45374
H  5.70903  -5.28388  -2.67463
C  -0.16108  2.28961  -3.53273
C  0.62995  3.24544  -2.61989
C  0.76733  4.69023  -3.17123
C  1.16204  4.71796  -4.58162
N  1.38928  4.78379  -5.72377
H  -1.13105  2.69572  -3.73904
H  -0.27757  1.29894  -3.01386
H  0.32844  2.08085  -4.48729
H  1.67205  2.85623  -2.57131
H  0.18999  3.27216  -1.63520
H  1.46565  5.27277  -2.62906
H  -0.18005  5.22571  -3.14463
C  -7.43997  1.86803  -3.06526
C  -6.77474  0.74184  -3.79989
C  -5.74286  0.01054  -2.94179
C  -6.26779  -0.81139  -1.83928
N  -6.48940  -1.37687  -0.85686
H  -8.12352  1.60432  -2.27153
H  -8.05224  2.50929  -3.72088
H  -6.68505  2.52507  -2.64289
H  -6.22381  1.17095  -4.64336
H  -7.54863  0.03717  -4.11401
H  -5.06922  0.68487  -2.43917
H  -5.14319  -0.64707  -3.60438
C  1.73385  -5.37191  0.64279
C  0.82464  -6.24285  1.52699
C  -0.08390  -5.50748  2.49219
C  0.83101  -4.73054  3.35918
N  1.69173  -4.17232  3.89947
H  1.13445  -4.64979  0.07440
H  2.28835  -5.99684  -0.09649
H  2.43139  -4.78575  1.22045
H  1.46170  -6.87371  2.16477
H  0.23459  -6.85257  0.84615
H  -0.69092  -6.18152  3.05328
H  -0.75003  -4.88288  1.95098
C  3.67175  -1.33801  -2.25131
C  2.34044  -1.72767  -2.87605
C  2.40153  -2.52372  -4.19041
C  3.01049  -1.71345  -5.33233
N  3.57302  -1.12021  -6.13455
H  4.26940  -0.82519  -2.99654
H  4.26075  -2.23526  -1.93195
H  3.57677  -0.73857  -1.36235
H  1.74263  -0.84254  -3.17257
H  1.68146  -2.25442  -2.16246
H  1.36928  -2.76765  -4.47872
H  2.95681  -3.47145  -4.06185
C  -6.59735  3.81650  4.16608
C  -6.22364  2.61580  4.96131
C  -4.77076  2.56925  5.44949
C  -3.82253  2.71286  4.34914
N  -3.01962  2.77946  3.53115
H  -7.66335  4.06811  4.17799
H  -6.25908  3.77914  3.12714
H  -6.11676  4.69623  4.63656
H  -6.34884  1.70784  4.36627
H  -6.93080  2.45066  5.78612
H  -4.50851  1.62865  5.96532
H  -4.63501  3.39380  6.19974
C  1.43941  -1.12544  5.90123
C  0.52111  -1.00927  4.70271
C  -0.17118  0.38015  4.57274
C  -1.20456  0.56987  5.59064
N  -1.93979  0.64838  6.45229
H  0.87705  -0.81911  6.80898
H  2.24174  -0.42107  5.86835
H  1.86917  -2.13110  6.01760
H  -0.19858  -1.80852  4.61475
H  1.10963  -1.07101  3.79628
H  -0.59691  0.54459  3.55132
H  0.58875  1.14892  4.72238
C  -0.15788  4.15765  5.71938
C  -0.20964  4.72842  4.28920
C  0.30504  3.70925  3.19033
C  1.58990  3.10789  3.48154
N  2.57992  2.55064  3.75994
H  -0.58579  4.90256  6.41870
H  0.83892  3.88355  6.07261
H  -0.78668  3.28332  5.77108
H  0.30672  5.70271  4.28220
H  -1.23201  4.96249  4.01799
H  0.35483  4.18333  2.19687
H  -0.40060  2.90305  3.17985
C  3.82841  -2.35417  1.83865
C  4.16190  -1.26939  2.87935
C  5.55348  -0.62356  2.61217
C  5.58220  -0.04825  1.24264
N  5.57653  0.41643  0.19777
H  2.77517  -2.64057  1.97609
H  4.50221  -3.21128  2.05677
H  4.02248  -2.02682  0.81074
H  4.08114  -1.71308  3.87196
H  3.45545  -0.44299  2.86699
H  6.38486  -1.32078  2.64887
H  5.75607  0.17447  3.32368
C  -4.56998  -4.81897  -1.33013
C  -3.43089  -5.01328  -0.31132
C  -2.43907  -3.88130  -0.06973
C  -1.96091  -3.10350  -1.23246
N  -1.63000  -2.54288  -2.19458
H  -5.05754  -5.78165  -1.51673
H  -4.25895  -4.41938  -2.31079
H  -5.29172  -4.08839  -0.98846
H  -2.77662  -5.84526  -0.66059
H  -3.80688  -5.30501  0.65257
H  -1.55187  -4.14586  0.51107
H  -2.90355  -3.04542  0.48137
C  0.22667  7.31880  -0.59695
C  1.17087  7.80341  0.47196
C  2.51821  7.04484  0.45521
C  2.31582  5.59549  0.63279
N  2.01667  4.49813  0.75419
H  0.72967  7.52645  -1.52784
H  -0.75181  7.78400  -0.53716
H  -0.03363  6.26489  -0.51896
H  0.75663  7.70698  1.46346
H  1.36932  8.84667  0.33852
H  3.19946  7.46413  1.20948
H  3.07204  7.14848  -0.48706
C  0.19896  1.71066  0.61042
C  1.37750  0.73243  0.70606
C  0.94853  -0.69389  0.23375
C  0.01929  -1.42602  1.07468
N  -0.65496  -2.05407  1.77294
H  0.56028  2.68479  0.87195
H  -0.59068  1.47584  1.34362
H  -0.21925  1.64618  -0.43591
H  1.78654  0.67557  1.69859
H  2.19814  1.05765  0.12005
H  1.84957  -1.32327  0.31138
H  0.59990  -0.70031  -0.81267
C  7.28975  3.37803  1.05588
C  5.80085  3.53228  1.30755
C  5.47213  4.75057  2.19797
C  5.93818  6.00723  1.63559
N  6.40334  6.95571  1.23854
H  7.71951  4.21422  0.49338
H  7.44947  2.46446  0.50671
H  7.82669  3.21090  1.97033
H  5.41847  2.66895  1.86615
H  5.14977  3.71551  0.43672
H  5.97622  4.63082  3.14210
H  4.38742  4.70881  2.35627
C  -3.20458  -0.41157  0.13552
C  -3.48959  0.02389  1.52063
C  -4.97776  0.33170  1.69378
C  -5.43961  1.41213  0.84647
N  -5.85329  2.23953  0.15508
H  -2.18614  -0.82935  -0.05105
H  -3.33485  0.41288  -0.55718
H  -3.87445  -1.21548  -0.15520
H  -2.89040  0.91413  1.73959
H  -3.21699  -0.68053  2.26241
H  -5.14999  0.60764  2.71555
H  -5.59669  -0.52607  1.41508
C  4.20837  2.26830  -4.13111
C  4.50051  2.88363  -2.79957
C  5.69859  3.84209  -2.69671
C  6.95857  3.26697  -3.15471
N  7.96172  2.75115  -3.38849
H  5.11093  1.70601  -4.44511
H  3.94941  3.01502  -4.89457
H  3.32072  1.59550  -4.14959
H  4.52583  2.08736  -2.04615
H  3.65722  3.47562  -2.50732
H  5.79236  4.17740  -1.64815
H  5.49030  4.74577  -3.31491
C  -3.52678  -4.05029  3.36131
C  -3.27075  -3.69321  4.77895
C  -3.12694  -2.23944  5.11395
C  -4.36798  -1.41517  5.01816
N  -5.19785  -0.66141  4.83316
H  -3.86835  -5.07337  3.28169
H  -2.66877  -3.84519  2.73753
H  -4.26688  -3.39256  2.92840
H  -2.37483  -4.17935  5.11614
H  -4.04836  -4.11741  5.39200
H  -2.37346  -1.76021  4.49099
H  -2.79048  -2.14380  6.12958

Cartesian forces (eV/Å) of the 3 atoms listed first:
0.0 -0.5 -0.6
-1.4 0.5 0.8
-0.4 -0.2 -0.4